The following is a DFT calculation (the ωB97M-V functional and the def2-TZVPD basis) of a 2-piece molecular cluster, C4H11NO2S overall.

Computed properties:
E_tot = -762.37807 a.u.
SMILES = CN[C@H](C=O)CS.O
2S+1 = 1
energy relative to the best compared isomer or geometry (same formula, charge and spin) = 44.7 kcal per mole
E_HOMO = -9.15 eV

XYZ file:
```
19
Properties=species:S:1:pos:R:3:forces:R:3:mulliken_charge:R:1
C -1.215 0.560 1.691 0.59 -1.14 -0.86 -0.956
N -0.202 0.486 0.592 -1.32 1.02 1.17 -0.283
C -0.352 -0.649 -0.293 0.52 -0.55 0.14 0.374
C -0.147 -1.975 0.504 0.05 1.16 0.66 -0.178
O -1.088 -2.450 1.085 -0.06 -0.40 -0.27 -0.444
C 0.519 -0.396 -1.547 -0.44 -1.02 0.55 -0.736
S 1.353 -1.852 -2.220 0.56 -0.59 0.13 -0.194
H -0.978 -0.251 2.390 -0.41 0.41 0.41 0.334
H -1.131 1.541 2.123 -0.09 0.29 0.44 0.298
H -2.236 0.378 1.335 0.29 0.19 -0.14 0.310
H 0.667 0.656 1.091 0.43 -0.60 -0.86 0.248
H -1.422 -0.670 -0.522 0.16 -0.05 -0.28 0.259
H 0.877 -2.301 0.806 -0.09 0.09 -0.52 0.288
H -0.158 -0.254 -2.386 0.05 0.78 -0.01 0.219
H 1.174 0.448 -1.353 0.05 -0.02 -0.34 0.398
H 2.119 -2.305 -1.190 -0.32 0.47 -0.28 0.097
O 1.068 3.085 -0.974 -1.35 -0.27 1.00 -0.666
H 0.227 2.583 -1.091 0.88 0.28 -0.18 0.312
H 0.926 3.364 -0.043 0.49 -0.03 -0.78 0.320
```
Forces are in eV/Å.

***

The following is a DFT calculation (the ωB97M-V functional and the def2-TZVPD basis) of a 2-piece molecular cluster, C4H11NO3 overall.

Computed properties:
E_tot = -439.34437 a.u.
charge = -2
2S+1 = 1
energy relative to the best compared isomer or geometry (same formula, charge and spin) = 33.0 kcal per mole
E_HOMO = 0.14 eV

XYZ file:
```
19
Properties=species:S:1:pos:R:3:forces:R:3:mulliken_charge:R:1
C -0.928 0.307 0.176 -2.85 -4.32 0.52 -0.705
O -2.169 0.088 -0.648 3.01 0.16 0.48 -0.637
C 0.324 -0.121 -0.543 -0.89 -1.38 0.36 0.292
C 1.562 -0.067 0.363 -1.25 -0.70 1.93 -0.505
C 2.728 0.809 -0.088 0.02 0.06 2.04 -0.502
O 3.801 0.821 0.739 0.28 -0.24 0.05 -0.935
N 0.053 -1.482 -1.179 0.19 0.25 1.04 -0.813
H -0.977 -0.359 1.168 -0.15 1.21 -1.74 0.164
H -0.809 1.274 0.472 -0.03 2.95 0.86 0.397
H 0.400 0.545 -1.355 0.54 1.00 -1.28 0.235
H 1.790 -1.121 0.485 0.94 -0.39 -0.08 0.290
H 1.336 0.200 1.475 -0.07 0.03 -1.76 0.241
H 2.958 0.408 -1.064 0.13 0.41 -1.41 0.221
H 2.229 1.811 -0.042 0.09 0.19 -1.14 0.121
H -0.986 -1.447 -1.279 0.85 -0.37 0.13 0.371
H 0.307 -2.205 -0.463 -0.59 0.85 -0.78 0.262
H -4.237 -0.218 1.382 -0.20 3.08 -3.46 0.162
H -3.097 0.234 -0.152 0.10 0.35 0.74 0.400
O -4.283 0.522 0.552 -0.12 -3.12 3.51 -1.059
```
Forces are in eV/Å.

***

The following is a DFT calculation (the ωB97M-V functional and the def2-TZVPD basis) of a 2-piece molecular cluster, C4H11NO3 overall.

Computed properties:
E_tot = -439.49153 a.u.
SMILES = C[C@@H](O)CNC=O.O
2S+1 = 1
energy relative to the best compared isomer or geometry (same formula, charge and spin) = 21.6 kcal per mole
E_HOMO = -9.81 eV

XYZ file:
```
19
Properties=species:S:1:pos:R:3:forces:R:3:mulliken_charge:R:1
C 2.026 0.321 -0.954 0.03 -0.12 0.08 -1.419
C 0.526 0.534 -0.772 0.48 -0.40 -0.44 0.336
O -0.173 -0.696 -0.695 -0.23 -0.12 -0.34 -0.445
C 0.257 1.364 0.462 0.28 0.24 -0.19 -0.894
N -1.143 1.519 0.751 -0.20 0.07 0.18 -0.072
C -1.792 0.644 1.554 -0.37 0.36 -0.04 -0.003
O -1.271 -0.254 2.172 0.19 -0.36 0.12 -0.552
H 2.469 0.042 0.006 0.14 0.00 -0.02 0.360
H 2.535 1.214 -1.333 -0.12 -0.10 0.14 0.391
H 2.201 -0.499 -1.653 -0.05 0.11 -0.01 0.341
H 0.160 1.010 -1.688 -0.28 0.06 0.22 0.249
H 0.176 -1.257 0.007 0.14 0.19 0.06 0.350
H 0.723 0.868 1.304 -0.02 -0.19 0.30 0.354
H 0.764 2.323 0.371 -0.17 0.27 -0.03 0.409
H -1.695 2.212 0.277 0.07 -0.02 -0.06 0.233
H -2.877 0.854 1.623 0.13 -0.01 -0.04 0.366
O -0.758 -3.712 -0.612 -0.05 0.10 0.13 -0.639
H -1.278 -3.078 -1.120 0.11 0.03 -0.02 0.320
H -0.850 -3.408 0.298 -0.07 -0.12 -0.03 0.312
```
Forces are in eV/Å.

***

The following is a DFT calculation (the ωB97M-V functional and the def2-TZVPD basis) of C4H11NO3 as an isolated structure.

Computed properties:
E_tot = -439.39234 a.u.
2S+1 = 1
energy relative to the best compared isomer or geometry (same formula, charge and spin) = 83.8 kcal per mole
E_HOMO = -9.02 eV

XYZ file:
```
19
Properties=species:S:1:pos:R:3:forces:R:3:mulliken_charge:R:1
C -0.172 -0.270 0.256 1.43 1.50 -1.96 1.008
C 0.396 0.851 -0.895 -1.55 -1.67 0.39 -0.113
C 0.359 0.391 1.453 -1.79 -1.03 2.28 -0.764
C -0.454 0.596 -2.133 0.40 0.33 -0.03 -1.351
N 0.560 -1.506 -0.056 0.02 0.07 0.17 -0.695
O -1.510 -0.401 0.323 -0.52 -0.26 2.22 -0.805
O 1.761 0.650 -1.093 0.32 -0.08 0.01 -0.584
O -0.741 -0.480 2.610 2.07 0.57 -1.06 -0.640
H -1.517 -0.584 1.629 0.13 0.75 -2.14 0.445
H 1.881 -0.319 -1.063 -0.02 0.16 0.06 0.430
H -0.888 0.074 3.384 -0.23 0.13 -0.17 0.315
H 0.254 1.876 -0.547 -0.05 -0.08 0.11 0.460
H 0.681 -2.050 0.792 -0.02 -0.08 -0.05 0.259
H -0.035 -2.052 -0.671 -0.01 0.00 0.06 0.244
H 1.406 0.244 1.702 -0.21 -0.19 0.35 0.364
H -0.037 1.385 1.629 0.15 -0.07 -0.13 0.419
H -1.509 0.716 -1.903 -0.02 0.05 -0.02 0.323
H -0.145 1.296 -2.911 -0.12 -0.02 -0.10 0.386
H -0.290 -0.415 -2.507 0.02 -0.06 0.00 0.299
```
Forces are in eV/Å.

***

The following is a DFT calculation (the ωB97M-V functional and the def2-TZVPD basis) of a 2-piece molecular cluster, C4H11NO3 overall.

Computed properties:
E_tot = -439.49649 a.u.
SMILES = CCC(=O)NCO.O
2S+1 = 1
energy relative to the best compared isomer or geometry (same formula, charge and spin) = 18.5 kcal per mole
E_HOMO = -10.15 eV

XYZ file:
```
19
Properties=species:S:1:pos:R:3:forces:R:3:mulliken_charge:R:1
C -2.275 1.343 -0.323 0.08 -0.11 0.47 -1.254
C -0.767 1.090 -0.309 -0.86 -1.06 -0.33 -0.016
C -0.451 -0.361 0.025 0.81 0.11 -0.27 0.313
O -1.087 -1.042 0.810 -0.46 0.13 -0.13 -0.686
N 0.724 -0.862 -0.488 -0.41 -0.43 0.37 -0.101
C 1.710 -0.274 -1.342 0.58 0.71 0.47 -0.552
O 2.243 0.965 -0.869 -0.23 -0.10 -0.11 -0.509
H -2.729 0.815 0.512 -0.11 -0.24 -0.06 0.313
H -2.523 2.387 -0.149 0.14 0.19 -0.33 0.348
H -2.719 0.997 -1.259 -0.04 0.09 0.15 0.327
H -0.287 1.579 0.534 0.26 0.67 -0.33 0.221
H -0.353 1.313 -1.298 0.37 0.41 0.53 0.314
H 0.956 -1.750 -0.069 0.08 -0.02 0.04 0.274
H 2.531 -0.991 -1.391 -0.22 -0.15 -0.37 0.363
H 1.323 -0.041 -2.331 -0.01 -0.06 -0.06 0.316
H 2.772 0.816 -0.078 -0.08 -0.14 -0.03 0.315
O 0.598 -2.265 2.683 0.08 -0.17 0.03 -0.641
H 0.530 -1.469 3.218 -0.05 -0.06 -0.06 0.301
H -0.195 -2.250 2.125 0.09 0.24 0.03 0.354
```
Forces are in eV/Å.

***

The following is a DFT calculation (the ωB97M-V functional and the def2-TZVPD basis) of a 2-piece molecular cluster, C4H11NO3 overall.

Computed properties:
E_tot = -439.41643 a.u.
SMILES = CN(C=O)CCO.O
2S+1 = 1
energy relative to the best compared isomer or geometry (same formula, charge and spin) = 68.7 kcal per mole
E_HOMO = -9.67 eV

XYZ file:
```
19
Properties=species:S:1:pos:R:3:forces:R:3:mulliken_charge:R:1
C 1.409 1.563 0.082 0.84 0.46 0.32 -1.028
N 0.839 0.293 -0.328 -1.36 -1.27 0.68 0.177
C 1.156 -0.344 -1.499 0.46 1.44 -0.10 -0.051
O 0.529 -1.236 -2.007 -0.23 -0.88 0.05 -0.535
C -0.281 -0.242 0.554 -3.87 4.61 -5.31 -0.735
C -1.259 1.050 0.868 2.05 1.15 1.88 -0.538
O -2.639 0.892 0.860 -0.14 -0.44 -0.38 -0.493
H 2.317 1.435 0.680 -0.07 -0.13 0.10 0.303
H 1.718 2.186 -0.767 -0.34 -0.26 0.02 0.358
H 0.704 2.147 0.704 0.47 -0.42 -0.58 0.386
H 2.049 0.071 -2.044 -0.44 0.09 0.65 0.335
H 0.019 -0.771 1.337 1.60 -1.83 3.62 0.465
H -1.075 -0.827 0.018 1.55 -0.08 -0.31 0.527
H -0.971 1.421 1.956 -0.24 -0.15 -2.16 0.218
H -1.185 1.832 0.077 1.03 -0.52 0.79 0.317
H -2.744 0.016 1.168 -1.16 -1.55 0.66 0.309
O -0.588 -3.301 -0.398 0.34 -0.41 -0.13 -0.630
H 0.119 -2.780 -0.034 0.15 0.63 1.14 0.287
H -0.117 -3.402 -1.228 -0.64 -0.43 -0.94 0.328
```
Forces are in eV/Å.

***

Strongest force on any atom / eV Å⁻¹: 2.036, 5.202, 0.769, 3.076, 1.409, 8.025